(1)
This record from the Open Molecules 2025 dataset describes 10 unconnected molecules or ions with the total composition C58H57N9O17. The level of theory is ωB97M-V/def2-TZVPD.

Properties
E_tot (eV): -109261.70648
Frontier orbital gap (eV): 8.008
Molar mass (g/mol): 1152.1
LUMO energy (eV): -1.1
SMILES: O=[N+]([O-])c1ccccc1.O=[N+]([O-])c1ccccc1.O=[N+]([O-])c1ccccc1.O=[N+]([O-])c1ccccc1.O=[N+]([O-])c1ccccc1.O=[N+]([O-])c1ccccc1.O=[N+]([O-])c1ccccc1.O=[N+]([O-])c1ccccc1.COC[C@H](C)N.c1ccccc1
Relative energy (zero: lowest compared OMol25 entry of this formula, charge and spin) (eV): 4.870
Strongest force on any atom (eV/A): 4.02

```
! wB97M-V def2-TZVPD RIJCOSX def2/J DEFGRID3
* xyz 0 1
O 2.110 -0.555 5.583
N 2.824 -1.067 4.810
O 2.576 -2.072 4.172
C 4.162 -0.412 4.462
C 4.609 0.806 5.096
C 5.953 1.240 4.774
C 6.771 0.477 3.963
C 6.343 -0.727 3.432
C 5.079 -1.169 3.674
H 3.898 1.254 5.774
H 6.400 2.123 5.205
H 7.811 0.732 3.818
H 7.093 -1.329 2.942
H 4.791 -2.123 3.259
O 5.970 -7.623 3.501
N 5.181 -6.815 3.892
O 4.970 -6.639 5.115
C 4.580 -5.997 2.842
C 5.032 -6.040 1.435
C 4.420 -5.228 0.524
C 3.389 -4.415 0.893
C 2.778 -4.504 2.174
C 3.394 -5.343 3.069
H 5.918 -6.617 1.215
H 4.809 -5.128 -0.479
H 2.926 -3.732 0.197
H 1.952 -3.867 2.455
H 2.979 -5.366 4.066
O -5.565 2.295 -6.551
N -4.732 2.972 -5.974
O -3.862 3.571 -6.588
C -4.867 3.141 -4.484
C -3.708 3.387 -3.760
C -3.676 3.440 -2.374
C -4.841 3.270 -1.688
C -6.022 3.168 -2.427
C -6.103 3.071 -3.826
H -2.800 3.477 -4.338
H -2.824 3.684 -1.757
H -4.842 3.333 -0.610
H -6.904 3.014 -1.823
H -7.033 2.895 -4.345
O 2.598 6.633 3.822
N 1.771 5.882 3.295
O 1.592 5.883 2.114
C 1.219 4.749 4.028
C 0.004 4.192 3.675
C -0.483 3.096 4.333
C 0.280 2.554 5.414
C 1.515 3.059 5.760
C 2.032 4.159 5.024
H -0.527 4.632 2.844
H -1.402 2.636 4.002
H -0.122 1.729 5.983
H 2.063 2.631 6.586
H 2.905 4.703 5.353
O -1.647 0.617 -1.436
N -0.827 1.444 -1.151
O -0.774 2.554 -1.571
C 0.268 1.136 -0.170
C 0.618 2.141 0.741
C 1.761 1.955 1.545
C 2.443 0.702 1.510
C 1.972 -0.305 0.673
C 0.904 -0.168 -0.182
H 0.119 3.096 0.663
H 2.094 2.819 2.102
H 3.366 0.487 2.027
H 2.468 -1.256 0.794
H 0.511 -0.889 -0.883
O -7.834 -0.502 -5.459
N -6.739 -0.816 -5.856
O -6.477 -0.780 -7.104
C -5.630 -1.141 -4.926
C -4.257 -0.848 -5.204
C -3.250 -1.064 -4.269
C -3.636 -1.494 -3.011
C -4.903 -1.926 -2.676
C -5.912 -1.701 -3.632
H -3.986 -0.404 -6.151
H -2.292 -0.689 -4.597
H -2.959 -1.688 -2.191
H -5.172 -2.570 -1.852
H -6.916 -2.049 -3.435
O 0.157 -3.062 -2.358
N 0.095 -4.162 -2.803
O 0.758 -4.450 -3.769
C -0.871 -5.180 -2.219
C -1.813 -4.955 -1.137
C -2.732 -5.879 -0.720
C -2.670 -7.154 -1.274
C -1.875 -7.414 -2.398
C -1.018 -6.444 -2.871
H -1.770 -4.081 -0.505
H -3.350 -5.677 0.143
H -3.382 -7.805 -0.790
H -1.941 -8.374 -2.887
H -0.374 -6.570 -3.729
O 1.290 10.868 -2.942
N 1.090 9.954 -3.722
O 0.969 10.145 -4.988
C 0.926 8.591 -3.160
C 1.623 8.236 -1.950
C 1.324 7.000 -1.375
C 0.359 6.188 -1.964
C -0.314 6.510 -3.166
C -0.022 7.720 -3.771
H 2.334 8.887 -1.464
H 1.738 6.753 -0.408
H 0.133 5.253 -1.473
H -1.052 5.870 -3.626
H -0.440 7.893 -4.751
C -0.770 -1.451 2.792
O -2.204 -1.517 3.079
C -2.797 -2.524 2.396
C -4.355 -2.444 2.419
C -4.933 -1.045 2.065
N -4.894 -2.613 3.753
H -0.228 -0.749 3.427
H -0.644 -1.102 1.767
H -0.208 -2.383 2.851
H -2.523 -2.492 1.341
H -2.478 -3.434 2.904
H -4.849 -3.273 1.911
H -4.386 -0.681 1.195
H -4.745 -0.246 2.782
H -6.012 -0.967 1.936
H -5.864 -2.329 3.760
H -4.336 -2.021 4.351
C 5.052 -0.276 -1.824
C 5.492 -1.604 -2.020
C 4.485 -2.546 -2.375
C 3.150 -2.222 -2.434
C 2.837 -0.892 -2.447
C 3.727 0.095 -2.097
H 5.715 0.472 -1.416
H 6.496 -1.997 -1.955
H 4.703 -3.597 -2.502
H 2.460 -3.029 -2.634
H 1.797 -0.715 -2.675
H 3.443 1.137 -2.125
*
```

Mulliken population analysis, charges in e, atoms 1 to 4: O -0.61; N 1.04; O -0.51; C -0.02

***

(2)
This record from the Open Molecules 2025 dataset describes 2 unconnected molecules or ions with the total composition BrO2S. The level of theory is ωB97M-V/def2-TZVPD.

Properties
E_tot (eV): -84970.01502
Frontier orbital gap (spin up / spin down) (eV): 7.153 / 6.740
Molar mass (g/mol): 144.0
LUMO energy (spin up / spin down) (eV): 3.0 / 3.4
Relative energy (zero: lowest compared OMol25 entry of this formula, charge and spin) (eV): 4.967
Strongest force on any atom (eV/A): 1.99

```
! wB97M-V def2-TZVPD RIJCOSX def2/J DEFGRID3
* xyz -1 1
O -0.241 -1.544 0.350
O -1.738 1.566 -0.042
S -0.083 -0.270 -0.435
Br 2.062 0.248 0.127
*
```

Okay, here come the Mulliken numbers, in e, for every atom: O -0.44; O -0.77; S 0.47; Br -0.26

***

(3)
This record from the Open Molecules 2025 dataset describes a molecular structure, C41H50As2ClMoNOSi. The level of theory is ωB97M-V/def2-TZVPD.

Properties
E_tot (eV): -190785.49684
Frontier orbital gap (spin up / spin down) (eV): 7.732 / 7.676
Molar mass (g/mol): 882.2
LUMO energy (spin up / spin down) (eV): -5.8 / -5.9
Relative energy (zero: lowest compared OMol25 entry of this formula, charge and spin) (eV): 0.503
Strongest force on any atom (eV/A): 0.52

```
! wB97M-V def2-TZVPD RIJCOSX def2/J DEFGRID3
* xyz 2 3
Mo -1.043 -0.384 -0.433
C 0.915 -0.569 -1.112
Si 1.663 -1.237 0.521
C 0.420 -0.655 1.865
N -1.053 -0.868 1.659
C -1.826 0.065 2.549
C -1.477 -0.131 4.018
C -1.542 -1.620 4.419
C -2.198 -2.435 3.310
C -1.451 -2.302 1.989
C 3.232 -0.359 0.982
C 4.415 -1.070 1.199
C 5.583 -0.407 1.552
C 5.586 0.973 1.690
C 4.420 1.696 1.471
C 3.256 1.033 1.119
C 1.962 -3.072 0.504
C 1.890 -3.831 1.677
C 2.313 -5.152 1.704
C 2.842 -5.734 0.558
C 2.954 -4.987 -0.607
C 2.516 -3.670 -0.630
H 1.076 -1.296 -1.911
H 1.407 0.372 -1.369
H 0.573 0.427 1.945
H 0.715 -1.060 2.837
H -2.877 -0.131 2.370
H -1.626 1.082 2.227
H -2.181 0.467 4.597
H -0.492 0.289 4.227
H -2.102 -1.741 5.345
H -0.539 -2.008 4.618
H -3.241 -2.133 3.193
H -2.220 -3.497 3.560
H -2.040 -2.696 1.170
H -0.529 -2.877 2.020
H 4.430 -2.149 1.097
H 6.493 -0.970 1.720
H 6.498 1.487 1.967
H 4.423 2.775 1.570
H 2.361 1.618 0.928
H 1.521 -3.388 2.598
H 2.250 -5.723 2.622
H 3.187 -6.760 0.581
H 3.397 -5.429 -1.492
H 2.644 -3.090 -1.541
C 3.529 4.112 -1.617
C 2.887 4.500 -0.452
C 1.636 3.986 -0.133
C 1.018 3.086 -0.993
C 1.654 2.717 -2.177
C 2.908 3.222 -2.483
As -0.740 2.317 -0.680
C -1.610 2.916 -2.300
C -1.998 4.245 -2.449
C -2.492 4.689 -3.665
C -2.580 3.820 -4.746
C -2.159 2.506 -4.613
C -1.674 2.057 -3.393
C -1.519 3.305 0.786
C -0.832 3.373 1.998
C -1.406 3.998 3.096
C -2.679 4.542 2.997
C -3.378 4.451 1.801
C -2.804 3.833 0.698
H 4.504 4.516 -1.860
H 3.352 5.220 0.211
H 1.146 4.335 0.762
H 1.171 2.047 -2.879
H 3.394 2.931 -3.406
H -1.903 4.943 -1.628
H -2.797 5.722 -3.774
H -2.962 4.173 -5.694
H -2.199 1.834 -5.461
H -1.311 1.038 -3.311
H 0.150 2.929 2.108
H -0.857 4.060 4.027
H -3.127 5.033 3.851
H -4.375 4.865 1.722
H -3.367 3.765 -0.222
C -0.132 -4.792 -2.339
As -1.460 -3.438 -2.149
C -3.127 -4.320 -1.824
C -1.563 -2.444 -3.786
O -1.102 -2.431 -0.838
H -0.518 -5.536 -3.038
H 0.061 -5.249 -1.371
H 0.788 -4.363 -2.728
H -3.357 -4.963 -2.674
H -3.928 -3.597 -1.691
H -3.030 -4.928 -0.927
H -1.419 -3.133 -4.618
H -0.772 -1.697 -3.801
H -2.535 -1.965 -3.881
Cl -3.620 0.549 -0.110
C -2.908 -0.394 -1.441
H -3.083 0.129 -2.375
H -3.376 -1.371 -1.416
*
```

Mulliken population analysis, charges in e, atoms 1 to 4: Mo -0.77; C -0.18; Si 1.54; C -0.76

***

(4)
This record from the Open Molecules 2025 dataset describes a gas-phase ion, C5H9N4O (charge +1). The level of theory is ωB97M-V/def2-TZVPD.

Properties
E_tot (eV): -13327.46053
Frontier orbital gap (spin up / spin down) (eV): 6.192 / 6.188
Molar mass (g/mol): 141.2
LUMO energy (spin up / spin down) (eV): -6.9 / -6.9
Relative energy (zero: lowest compared OMol25 entry of this formula, charge and spin) (eV): 5.332
Strongest force on any atom (eV/A): 5.55

```
! wB97M-V def2-TZVPD RIJCOSX def2/J DEFGRID3
* xyz 1 1
C -1.084 1.011 1.573
C -0.404 -0.421 -0.998
C 0.112 1.390 0.591
C 1.623 -1.549 -1.152
C 1.681 -0.578 0.029
N -2.362 0.901 1.016
N 0.150 -1.529 -1.479
N 0.511 0.232 -0.172
N -2.710 1.100 -0.229
O -1.030 0.778 2.740
H -0.294 2.018 -0.200
H 0.807 1.733 1.341
H 2.290 -1.146 -1.913
H 1.896 -2.604 -0.779
H 1.639 -1.077 0.939
H 2.632 0.042 -0.084
H -3.053 0.367 1.603
H -0.455 -2.194 -2.051
H -1.948 1.527 -0.774
*
```

Mulliken population analysis, charges in e, atoms 1 to 4: C 0.67; C -0.46; C -1.08; C -0.45

***

(5)
This record from the Open Molecules 2025 dataset describes C4H10O2 in the gas phase. The level of theory is ωB97M-V/def2-TZVPD.

Properties
E_tot (eV): -8404.80871
Frontier orbital gap (eV): 10.695
Molar mass (g/mol): 90.1
LUMO energy (eV): 0.8
SMILES: CC(CO)CO
Relative energy (zero: lowest compared OMol25 entry of this formula, charge and spin) (eV): 0.738
Strongest force on any atom (eV/A): 0.44

```
! wB97M-V def2-TZVPD RIJCOSX def2/J DEFGRID3
* xyz 0 1
C 1.462 0.017 1.009
C 0.439 -0.315 -0.077
C 0.083 0.993 -0.780
O -1.045 0.849 -1.645
C -0.813 -0.980 0.508
O -1.613 -1.603 -0.468
H 2.310 0.575 0.596
H 1.001 0.648 1.782
H 1.853 -0.882 1.497
H 0.866 -1.019 -0.804
H 0.942 1.365 -1.358
H -0.141 1.739 -0.003
H -1.684 1.525 -1.404
H -0.528 -1.763 1.220
H -1.380 -0.218 1.080
H -1.750 -0.931 -1.153
*
```

Mulliken population analysis, charges in e, atoms 1 to 4: C -1.52; C 0.64; C -0.74; O -0.55

***

(6)
This record from the Open Molecules 2025 dataset describes a molecular structure, C2H2O2Tl. The level of theory is ωB97M-V/def2-TZVPD.

Properties
E_tot (eV): -10888.16308
Frontier orbital gap (spin up / spin down) (eV): 9.099 / 7.249
Molar mass (g/mol): 262.4
LUMO energy (spin up / spin down) (eV): -0.1 / -1.3
Relative energy (zero: lowest compared OMol25 entry of this formula, charge and spin) (eV): 4.149
Strongest force on any atom (eV/A): 3.78

```
! wB97M-V def2-TZVPD RIJCOSX def2/J DEFGRID3
* xyz 0 2
C -0.996 0.336 -0.119
C -0.261 1.364 -0.127
O 2.071 0.188 0.080
Tl 1.576 -1.877 0.171
H -0.197 2.436 -0.260
O -0.725 -0.969 -0.048
H -1.468 -1.478 0.303
*
```

Mulliken population analysis, charges in e, atoms 1 to 4: C -0.01; C -0.23; O -0.66; Tl 0.62

***

Look up the relative energy (zero: lowest compared OMol25 entry of this formula, charge and spin) of the fourth one.
5.332 eV

***

Number 6 is which compound?
C2H2O2Tl

***

Which of these has the lowest relative energy (zero: lowest compared OMol25 entry of this formula, charge and spin)?
C41H50As2ClMoNOSi

***

Among the records above, which one has the highest E_tot?
C4H10O2